Entry 1:
Computed, not measured: a molecular structure, C21H60FHfN4O9, with ωB97M-V with the def2-TZVPD basis set.

As for the total charge: +3. The spin multiplicity is 1. For the energy relative to the best compared isomer or geometry (same formula, charge and spin), the calculation gives 362.0 kJ/mol. Its LUMO energy is -12.4421 eV. As for the HOMO energy: -14.8 eV. Its orbital gap is 2.3366 eV.

Cartesian coordinates (Å):
Hf -7.76 16.77 -10.57
F -7.38 16.06 -12.76
C -7.18 12.88 -13.13
O -7.15 12.60 -11.75
H -7.18 11.97 -13.73
H -8.10 13.43 -13.30
H -6.29 13.44 -13.43
H -7.40 11.69 -11.57
C -4.11 15.43 -13.21
C -3.10 16.55 -13.21
C -2.04 16.62 -14.35
O -1.22 17.72 -14.06
C -0.17 17.81 -15.00
N -3.77 17.81 -13.12
H -3.63 14.50 -13.50
H -4.78 15.52 -14.06
H -4.52 15.31 -12.21
H -2.49 16.31 -12.34
H -2.50 16.84 -15.31
H -1.43 15.73 -14.47
H -0.54 17.96 -16.02
H 0.56 17.00 -14.98
H 0.26 18.80 -14.85
H -4.14 17.96 -14.05
H -3.02 18.48 -13.23
C -6.21 14.64 -16.44
C -5.77 16.07 -16.71
C -5.70 16.37 -18.22
O -4.72 15.52 -18.84
C -4.69 15.68 -20.25
N -6.65 16.90 -15.91
H -5.57 13.90 -16.91
H -7.25 14.45 -16.72
H -6.14 14.32 -15.40
H -4.74 16.15 -16.36
H -5.40 17.42 -18.27
H -6.67 16.22 -18.69
H -5.06 16.63 -20.63
H -5.29 14.91 -20.74
H -3.71 15.69 -20.74
H -6.90 16.34 -15.11
H -7.52 16.94 -16.41
C -10.40 14.38 -16.29
C -10.10 15.41 -15.20
C -10.25 16.85 -15.71
O -9.38 17.10 -16.85
C -9.64 18.39 -17.39
N -11.04 15.28 -14.07
H -9.98 13.39 -16.10
H -9.86 14.62 -17.21
H -11.46 14.36 -16.55
H -9.09 15.16 -14.87
H -9.86 17.47 -14.90
H -11.29 17.08 -15.92
H -10.69 18.45 -17.66
H -9.05 18.56 -18.29
H -9.29 19.16 -16.70
H -11.96 15.36 -14.49
H -11.01 14.33 -13.74
C -11.28 14.59 -9.99
C -10.06 13.76 -10.45
C -10.44 12.55 -11.41
O -10.73 12.93 -12.69
C -11.17 11.91 -13.53
N -8.99 14.62 -10.95
H -11.81 15.19 -10.74
H -11.01 15.24 -9.16
H -11.98 13.84 -9.63
H -9.71 13.26 -9.55
H -11.39 12.23 -10.96
H -9.67 11.78 -11.47
H -11.01 12.16 -14.58
H -12.21 11.62 -13.40
H -10.63 10.97 -13.51
H -9.31 14.62 -11.90
H -8.33 13.87 -11.09
C -10.93 17.66 -11.69
C -10.86 18.02 -10.24
O -9.56 18.04 -9.63
O -9.72 16.94 -11.97
H -11.02 18.52 -12.35
H -11.78 16.98 -11.77
H -11.52 17.31 -9.73
H -11.33 19.00 -10.19
H -9.65 18.72 -8.96
H -9.92 16.54 -12.82
C -4.77 18.22 -10.12
C -5.59 18.83 -8.98
O -6.81 18.10 -8.70
O -5.57 17.78 -11.21
H -4.14 17.41 -9.74
H -4.06 18.97 -10.48
H -5.70 19.89 -9.20
H -4.97 18.89 -8.08
H -7.02 18.21 -7.77
H -4.94 17.73 -11.92

Entry 2:
Computed, not measured: 9 unconnected molecules or ions with the total composition C21H60O9, with ωB97M-V with the def2-TZVPD basis set.

The spin multiplicity is 1. For the energy relative to the best compared isomer or geometry (same formula, charge and spin), the calculation gives 204.9 kJ/mol. Its LUMO energy is 0.5770 eV. As for the HOMO energy: -9.5 eV. As for the structure (SMILES): CC(C)O.CC(C)O.CC(C)O.CC(C)O.CC(C)O.CC(C)O.CC(C)O.O.O. Its orbital gap is 10.0959 eV.

Cartesian coordinates (Å):
O -0.35 0.16 0.18
H 0.03 -0.09 -0.66
H 0.34 -0.01 0.82
O -1.12 2.45 1.26
H -1.06 1.55 0.95
H -1.25 2.37 2.20
C 1.43 -1.17 -3.69
C 1.57 0.40 -3.33
C 1.05 1.26 -4.51
O 0.81 0.70 -2.24
H 0.46 -1.35 -4.17
H 1.45 -1.77 -2.77
H 2.15 -1.43 -4.46
H 2.63 0.64 -3.20
H -0.03 1.17 -4.65
H 1.60 1.05 -5.43
H 1.23 2.32 -4.32
H 0.29 1.44 -2.54
C 4.19 -0.47 2.01
C 3.20 -0.70 0.83
C 3.73 -1.63 -0.24
O 1.96 -1.15 1.38
H 4.12 -1.25 2.78
H 3.98 0.48 2.51
H 5.25 -0.45 1.73
H 3.04 0.25 0.32
H 4.60 -1.12 -0.66
H 3.01 -1.68 -1.05
H 3.89 -2.63 0.15
H 2.13 -1.91 1.94
C -1.08 -4.31 -3.81
C -1.25 -4.32 -2.30
C -0.25 -3.47 -1.49
O -2.64 -4.05 -1.97
H -1.59 -5.12 -4.34
H -0.09 -4.30 -4.26
H -1.58 -3.43 -4.20
H -1.02 -5.32 -1.95
H -0.46 -2.40 -1.53
H 0.80 -3.62 -1.76
H -0.48 -3.71 -0.45
H -3.24 -4.51 -2.56
C -3.38 -0.21 2.34
C -2.56 -1.31 3.08
C -3.42 -1.72 4.26
O -2.68 -2.44 2.22
H -2.89 0.03 1.39
H -3.53 0.73 2.87
H -4.37 -0.56 2.04
H -1.56 -1.02 3.39
H -4.42 -2.02 3.97
H -3.42 -0.86 4.94
H -2.94 -2.51 4.84
H -3.56 -2.49 1.86
C -2.31 -0.75 -3.25
C -3.41 0.33 -3.48
C -3.93 1.19 -2.34
O -2.73 1.27 -4.30
H -2.55 -1.38 -2.40
H -1.32 -0.33 -3.05
H -2.24 -1.45 -4.08
H -4.29 -0.04 -3.99
H -4.59 2.00 -2.64
H -3.09 1.64 -1.81
H -4.43 0.57 -1.60
H -2.01 1.68 -3.81
C 2.74 3.13 0.90
C 2.83 4.14 -0.24
C 2.25 3.74 -1.63
O 2.01 5.22 0.15
H 1.89 2.45 0.96
H 2.79 3.63 1.87
H 3.65 2.53 0.84
H 3.82 4.58 -0.29
H 2.40 4.55 -2.35
H 1.17 3.58 -1.62
H 2.68 2.78 -1.92
H 2.33 5.49 1.01
C 0.52 2.18 6.02
C 0.32 1.59 4.65
C 0.69 0.10 4.58
O -1.05 1.64 4.30
H 0.06 3.16 6.12
H 1.53 2.24 6.43
H -0.12 1.56 6.66
H 0.87 2.11 3.86
H -0.02 -0.46 5.18
H 1.71 -0.08 4.92
H 0.59 -0.28 3.56
H -1.48 1.25 5.06

Entry 3:
Computed, not measured: a molecular structure, C21H61N7O7, with ωB97M-V with the def2-TZVPD basis set.

The spin multiplicity is 1. For the energy relative to the best compared isomer or geometry (same formula, charge and spin), the calculation gives 428.0 kJ/mol. Its LUMO energy is 0.5779 eV. As for the HOMO energy: -8.3 eV. Its orbital gap is 8.8491 eV.

Cartesian coordinates (Å):
C -24.80 23.71 9.56
O -25.07 22.66 9.00
N -23.63 23.91 10.25
N -25.69 24.75 9.68
H -23.55 24.73 10.83
H -22.96 23.17 10.30
H -26.63 24.53 9.40
H -25.42 25.62 10.12
C -20.03 21.72 6.56
C -20.19 21.58 8.06
C -21.58 21.08 8.41
O -21.67 20.81 9.80
C -22.75 19.95 10.12
N -19.13 20.70 8.59
H -20.76 22.35 6.06
H -20.12 20.73 6.10
H -19.03 22.09 6.31
H -20.03 22.56 8.52
H -21.85 20.18 7.83
H -22.30 21.84 8.10
H -22.56 18.95 9.72
H -23.72 20.30 9.74
H -22.78 19.85 11.20
H -19.02 19.95 7.91
H -19.55 20.21 9.38
C -24.11 22.14 13.12
C -23.58 22.79 14.39
C -24.50 23.91 14.85
O -23.98 24.51 16.02
C -24.87 25.40 16.64
N -23.41 21.84 15.48
H -23.64 21.19 12.86
H -24.10 22.81 12.27
H -25.16 21.92 13.34
H -22.62 23.29 14.15
H -25.52 23.51 14.95
H -24.53 24.72 14.10
H -24.41 25.64 17.59
H -25.90 25.03 16.71
H -24.96 26.30 16.01
H -23.21 22.36 16.32
H -22.67 21.18 15.26
C -16.83 20.27 13.45
C -17.54 20.88 12.24
C -17.26 22.36 12.11
O -17.35 23.01 13.36
C -17.61 24.38 13.27
N -17.16 20.16 11.03
H -17.05 20.75 14.40
H -15.75 20.42 13.28
H -16.96 19.19 13.50
H -18.60 20.73 12.50
H -17.99 22.76 11.39
H -16.29 22.57 11.65
H -16.70 24.88 12.91
H -17.80 24.81 14.25
H -18.48 24.62 12.64
H -17.69 20.50 10.23
H -17.40 19.19 11.19
C -18.74 19.39 16.19
C -20.06 18.83 16.69
C -20.98 18.36 15.57
O -21.46 19.45 14.80
C -20.75 19.62 13.58
N -19.77 17.76 17.66
H -18.85 20.41 15.84
H -18.22 18.78 15.44
H -17.96 19.43 16.96
H -20.55 19.69 17.17
H -21.88 17.90 15.98
H -20.46 17.56 15.03
H -21.26 19.10 12.76
H -19.69 19.38 13.66
H -20.81 20.68 13.32
H -19.16 18.18 18.34
H -20.57 17.40 18.16
C -23.87 25.96 13.78
C -25.30 26.41 13.42
C -25.28 27.46 12.32
O -24.73 26.98 11.11
C -24.51 28.01 10.17
N -26.01 25.19 13.02
H -23.27 26.86 13.96
H -23.39 25.52 12.90
H -23.82 25.25 14.60
H -25.76 26.72 14.36
H -24.74 28.35 12.69
H -26.28 27.87 12.12
H -24.06 27.53 9.30
H -23.89 28.85 10.50
H -25.46 28.44 9.83
H -26.92 25.43 12.61
H -25.54 24.68 12.28
O -21.59 22.59 12.02
H -21.43 21.79 11.51
H -20.84 22.68 12.61

Q: Look up the orbital gap of the third one.
A: 8.8491 eV

Q: Which value of energy relative to the best compared isomer or geometry (same formula, charge and spin) does entry 1 give?
A: 362.0 kJ/mol